1.
A structure of composition C23H22N8O2Re, computed with ωB97M-V/def2-TZVPD.

HOMO-LUMO gap (alpha / beta) ... 6.51 / 6.28 eV
Total charge ... +2
2S+1 ... 4

Cartesian coordinates (Å):
Re (1.634, -0.308, 0.310)
O (0.950, 1.809, -3.118)
C (1.264, 1.411, -2.033)
N (1.238, 0.083, -1.589)
C (0.827, -1.030, -2.371)
C (0.405, -0.989, -3.695)
C (0.051, -2.169, -4.326)
C (0.118, -3.382, -3.653)
C (0.539, -3.439, -2.336)
C (0.894, -2.260, -1.688)
N (1.350, -2.147, -0.346)
C (1.549, -3.229, 0.529)
O (1.370, -4.386, 0.286)
C (2.017, -2.764, 1.883)
C (2.291, -3.660, 2.886)
C (2.717, -3.174, 4.117)
C (2.849, -1.804, 4.296)
C (2.554, -0.960, 3.243)
N (2.146, -1.426, 2.050)
C (1.712, 2.350, -0.943)
C (1.832, 3.698, -1.174)
C (2.243, 4.520, -0.132)
C (2.513, 3.959, 1.108)
C (2.367, 2.596, 1.271)
N (1.977, 1.797, 0.264)
H (0.365, -0.050, -4.224)
H (-0.271, -2.140, -5.358)
H (-0.153, -4.298, -4.160)
H (0.601, -4.383, -1.820)
H (2.172, -4.717, 2.691)
H (2.943, -3.857, 4.925)
H (3.177, -1.387, 5.238)
H (2.641, 0.112, 3.352)
H (1.609, 4.082, -2.161)
H (2.351, 5.586, -0.287)
H (2.834, 4.565, 1.943)
H (2.563, 2.128, 2.226)
C (-4.072, 2.692, 0.365)
C (-4.298, 1.287, -0.185)
C (-3.655, 1.103, -1.557)
C (-3.845, 0.203, 0.798)
N (-2.392, 0.251, 1.036)
C (-1.421, -0.317, 0.347)
N (-0.288, 0.075, 0.907)
N (-0.591, 0.902, 1.940)
N (-1.855, 1.007, 2.016)
H (-4.537, 3.426, -0.293)
H (-3.008, 2.934, 0.424)
H (-4.504, 2.813, 1.360)
H (-5.373, 1.120, -0.284)
H (-2.580, 1.317, -1.532)
H (-4.095, 1.798, -2.271)
H (-3.803, 0.093, -1.949)
H (-4.068, -0.790, 0.411)
H (-4.322, 0.322, 1.769)
H (-1.535, -0.973, -0.504)

Formally, the natural (NBO) partial charges of the atoms, in units of the elementary charge, are as follows: Re 1.710; O -0.486; C 0.648; N -0.635; C 0.066; C -0.208; C -0.172; C -0.175; C -0.225; C 0.159; N -0.656; C 0.647; O -0.478; C 0.109; C -0.173; C -0.086; C -0.214; C 0.091; N -0.534; C 0.109; C -0.175; C -0.088; C -0.214; C 0.094; N -0.530; H 0.264; H 0.244; H 0.244; H 0.263; H 0.278; H 0.260; H 0.263; H 0.214; H 0.277; H 0.260; H 0.263; H 0.214; C -0.616; C -0.231; C -0.619; C -0.218; N -0.138; C 0.235; N -0.369; N -0.032; N 0.033; H 0.241; H 0.194; H 0.229; H 0.241; H 0.184; H 0.251; H 0.216; H 0.234; H 0.255; H 0.277



2.
A structure of composition C23H23BrFIrN4O3S in a non-equilibrium geometry, computed with ωB97M-V/def2-TZVPD.

HOMO-LUMO gap (alpha / beta) ... 3.92 / 3.86 eV
Total charge ... +3
2S+1 ... 2

Cartesian coordinates (Å):
Ir (1.806, 2.710, -3.836)
C (-3.225, 0.553, 1.700)
C (-2.233, 1.637, 2.111)
N (-1.105, 1.649, 1.186)
C (-1.217, 2.430, 0.114)
C (-0.333, 2.456, -0.936)
C (-0.717, 3.380, -2.113)
O (-1.872, 3.724, -2.148)
O (0.218, 3.638, -2.924)
C (0.797, 1.595, -0.957)
O (1.619, 1.441, -1.887)
C (0.928, 0.784, 0.254)
C (2.044, -0.051, 0.379)
C (2.203, -0.866, 1.466)
F (3.314, -1.610, 1.518)
C (1.254, -0.907, 2.529)
C (0.150, -0.054, 2.396)
C (-0.025, 0.802, 1.301)
N (1.399, -1.743, 3.610)
C (0.877, -1.435, 4.922)
C (0.129, -2.632, 5.530)
N (0.803, -3.911, 5.161)
C (2.241, -3.683, 4.873)
C (2.392, -2.809, 3.630)
H (-4.069, 0.540, 2.382)
H (-2.754, -0.428, 1.696)
H (-3.609, 0.751, 0.704)
H (-1.883, 1.495, 3.133)
H (-2.719, 2.611, 2.065)
H (-2.081, 3.080, 0.064)
H (2.795, -0.028, -0.396)
H (-0.609, -0.070, 3.161)
H (0.206, -0.579, 4.894)
H (1.715, -1.150, 5.569)
H (-0.904, -2.664, 5.184)
H (0.118, -2.523, 6.615)
H (0.356, -4.318, 4.330)
H (0.697, -4.600, 5.917)
H (2.754, -4.634, 4.710)
H (2.687, -3.205, 5.746)
H (2.281, -3.420, 2.728)
H (3.416, -2.414, 3.635)
S (0.251, -1.420, -5.699)
C (1.300, -0.281, -4.957)
N (0.900, 0.957, -4.990)
C (-0.299, 1.105, -5.641)
C (-0.976, 2.303, -5.886)
C (-2.182, 2.251, -6.576)
C (-2.707, 1.042, -7.019)
C (-2.044, -0.158, -6.783)
C (-0.830, -0.116, -6.101)
H (2.228, -0.582, -4.503)
H (-0.546, 3.244, -5.558)
H (-2.716, 3.164, -6.780)
H (-3.640, 1.025, -7.561)
H (-2.454, -1.097, -7.119)
Br (3.869, 3.020, -4.843)

Formally, the natural (NBO) partial charges of the atoms, in units of the elementary charge, are as follows: Ir 1.386; C -0.621; C -0.216; N -0.312; C 0.183; C -0.341; C 0.778; O -0.497; O -0.652; C 0.557; O -0.581; C -0.190; C -0.198; C 0.343; F -0.302; C 0.257; C -0.333; C 0.286; N -0.446; C -0.236; C -0.239; N -0.493; C -0.247; C -0.234; H 0.252; H 0.208; H 0.227; H 0.218; H 0.241; H 0.268; H 0.257; H 0.228; H 0.249; H 0.219; H 0.239; H 0.253; H 0.442; H 0.462; H 0.267; H 0.240; H 0.226; H 0.245; S 0.611; C -0.100; N -0.420; C 0.144; C -0.235; C -0.154; C -0.158; C -0.169; C -0.251; H 0.264; H 0.228; H 0.255; H 0.257; H 0.255; Br 0.081



3.
A structure of composition C23H23Cl5CuN4OS3 in a non-equilibrium geometry, computed with ωB97M-V/def2-TZVPD.

HOMO-LUMO gap ... 5.19 eV
Total charge ... -1

Cartesian coordinates (Å):
Cu (-0.088, 0.076, 0.051)
N (-3.412, -0.600, 0.467)
C (-2.980, 0.557, 1.024)
N (-1.803, 1.048, 0.879)
C (-1.631, 2.247, 1.526)
C (-2.736, 2.703, 2.170)
S (-4.046, 1.583, 2.006)
C (-0.305, 2.851, 1.479)
C (0.088, 4.027, 2.035)
S (1.759, 4.332, 1.705)
C (1.802, 2.800, 0.810)
N (0.685, 2.176, 0.805)
N (2.932, 2.380, 0.197)
H (-2.673, -1.201, 0.116)
H (-4.221, -1.043, 0.861)
H (-2.880, 3.622, 2.713)
H (-0.485, 4.736, 2.607)
H (3.766, 2.929, 0.220)
H (2.894, 1.490, -0.275)
C (4.051, -1.061, -2.708)
S (2.303, -0.862, -2.109)
O (1.719, -2.198, -2.302)
C (1.901, 0.101, -3.592)
C (1.196, -0.528, -4.603)
C (0.862, 0.175, -5.749)
C (1.243, 1.504, -5.875)
C (1.957, 2.126, -4.862)
C (2.288, 1.425, -3.712)
H (4.021, -1.564, -3.672)
H (4.568, -1.677, -1.974)
H (4.517, -0.080, -2.794)
H (0.911, -1.564, -4.462)
H (0.293, -0.306, -6.534)
H (0.972, 2.063, -6.762)
H (2.235, 3.168, -4.959)
H (2.825, 1.921, -2.912)
C (1.763, -2.360, 3.369)
C (1.696, -1.704, 1.982)
C (2.850, -0.717, 1.830)
C (0.345, -1.010, 1.752)
H (2.722, -2.864, 3.540)
H (0.963, -3.094, 3.478)
H (1.631, -1.598, 4.142)
H (1.820, -2.488, 1.224)
H (2.711, 0.133, 2.506)
H (2.870, -0.342, 0.807)
H (3.816, -1.185, 2.053)
H (0.177, -0.355, 2.629)
H (-0.422, -1.801, 1.842)
Cl (-1.420, -2.176, -1.756)
C (-1.518, -0.579, -2.450)
C (-0.774, 0.456, -1.859)
C (-0.967, 1.691, -2.500)
Cl (-0.114, 3.103, -1.945)
C (-1.808, 1.893, -3.594)
Cl (-2.027, 3.462, -4.293)
C (-2.482, 0.814, -4.152)
Cl (-3.479, 1.026, -5.545)
C (-2.322, -0.440, -3.577)
Cl (-3.125, -1.796, -4.292)

Formally, the natural (NBO) partial charges of the atoms, in units of the elementary charge, are as follows: Cu 0.705; N -0.810; C 0.304; N -0.555; C 0.198; C -0.470; S 0.296; C 0.112; C -0.449; S 0.289; C 0.303; N -0.505; N -0.817; H 0.429; H 0.388; H 0.230; H 0.230; H 0.395; H 0.418; C -0.814; S 1.316; O -0.971; C -0.257; C -0.230; C -0.196; C -0.219; C -0.223; C -0.171; H 0.226; H 0.222; H 0.211; H 0.250; H 0.213; H 0.209; H 0.211; H 0.206; C -0.607; C -0.236; C -0.596; C -0.971; H 0.175; H 0.196; H 0.187; H 0.184; H 0.191; H 0.189; H 0.177; H 0.152; H 0.164; Cl -0.006; C 0.004; C -0.443; C -0.102; Cl -0.025; C -0.088; Cl 0.007; C -0.112; Cl 0.012; C -0.136; Cl 0.007



4.
A structure of composition C23H23ClN5O2ReS, computed with ωB97M-V/def2-TZVPD.

HOMO-LUMO gap (alpha / beta) ... 7.29 / 7.02 eV
Total charge ... +1
2S+1 ... 2

Cartesian coordinates (Å):
Re (-1.080, 0.060, 0.216)
N (-1.544, -0.747, 4.538)
C (-1.276, -0.214, 3.325)
S (-2.442, -0.507, 2.036)
N (-0.180, 0.430, 3.124)
N (-0.106, 0.945, 1.821)
C (0.546, 2.060, 1.759)
C (0.607, 2.911, 0.606)
C (1.541, 3.956, 0.580)
C (1.587, 4.832, -0.479)
C (0.667, 4.696, -1.520)
C (-0.283, 3.693, -1.500)
C (-0.309, 2.788, -0.444)
O (-1.244, 1.815, -0.467)
H (-2.455, -1.127, 4.719)
H (-0.989, -0.446, 5.322)
H (1.026, 2.389, 2.675)
H (2.239, 4.053, 1.404)
H (2.321, 5.625, -0.501)
H (0.688, 5.390, -2.350)
H (-1.012, 3.586, -2.291)
C (-2.647, -0.962, -3.890)
C (-2.575, -1.207, -2.416)
O (-1.997, -0.382, -1.694)
N (-3.130, -2.312, -1.934)
C (-3.219, -2.581, -0.506)
C (-1.936, -3.103, 0.091)
C (-1.832, -4.455, 0.376)
C (-0.688, -4.953, 0.978)
C (0.330, -4.068, 1.278)
C (0.168, -2.737, 0.943)
N (-0.930, -2.246, 0.358)
H (-2.944, 0.072, -4.053)
H (-3.340, -1.630, -4.395)
H (-1.649, -1.092, -4.311)
H (-3.563, -2.950, -2.580)
H (-4.002, -3.321, -0.365)
H (-3.537, -1.670, -0.003)
H (-2.660, -5.110, 0.142)
H (-0.605, -6.004, 1.218)
H (1.242, -4.388, 1.761)
H (0.951, -2.026, 1.158)
Cl (5.850, 2.554, 0.527)
C (4.402, 1.685, 0.136)
C (3.871, 0.788, 1.050)
C (2.700, 0.115, 0.741)
C (2.034, 0.323, -0.466)
C (0.743, -0.359, -0.831)
C (2.607, 1.217, -1.370)
C (3.780, 1.898, -1.082)
H (4.367, 0.628, 1.998)
H (2.285, -0.546, 1.494)
H (0.898, -1.420, -1.024)
H (0.407, 0.053, -1.792)
H (2.115, 1.403, -2.317)
H (4.203, 2.596, -1.790)

Formally, the natural (NBO) partial charges of the atoms, in units of the elementary charge, are as follows: Re 1.252; N -0.787; C 0.284; S -0.080; N -0.401; N -0.304; C 0.163; C -0.131; C -0.144; C -0.231; C -0.149; C -0.257; C 0.323; O -0.634; H 0.409; H 0.413; H 0.227; H 0.227; H 0.233; H 0.228; H 0.234; C -0.696; C 0.735; O -0.670; N -0.563; C -0.268; C 0.230; C -0.230; C -0.122; C -0.235; C 0.079; N -0.454; H 0.262; H 0.228; H 0.258; H 0.420; H 0.236; H 0.242; H 0.232; H 0.240; H 0.245; H 0.224; Cl 0.018; C -0.043; C -0.222; C -0.241; C 0.044; C -0.721; C -0.214; C -0.225; H 0.234; H 0.204; H 0.217; H 0.228; H 0.216; H 0.236